[1]
DFT (wB97M-V/def2-TZVPD) results for one molecule with the formula C4HFN2O3 at a distorted geometry.

As for the structure (SMILES): O=C1C=NC(=O)N(F)C1=O. The calculation puts the LUMO energy at -0.0961 hartree. The frontier orbital gap comes out at 0.30184 Eh.

```
11
C4HFN2O3 | the Open Molecules 2025 dataset | wB97M-V/def2-TZVPD
F 4.0153 -0.0539 0.2363
O -0.0608 2.2322 0.2550
O 2.7167 2.2371 -0.4537
O 2.5708 -2.3003 -0.1958
N 2.6445 0.0830 0.3221
N 0.5419 -1.2313 -0.0008
C 1.8853 -1.3729 -0.0086
C -0.0643 -0.1189 0.0094
C 0.5798 1.2359 0.0644
C 2.1140 1.2669 -0.0859
H -1.1505 -0.1360 -0.0091
```

List of Löwdin charges in e, atom by atom:
1. F 0.034
2. O 0.187
3. O 0.149
4. O 0.219
5. N 0.075
6. N 0.173
7. C -0.353
8. C 0.021
9. C -0.247
10. C -0.397
11. H 0.139

=====

[2]
DFT (wB97M-V/def2-TZVPD) results for C23H28Br34O4 as an isolated structure at a distorted geometry.

The calculation puts the LUMO energy at -0.0522 hartree. The frontier orbital gap comes out at 0.31487 Eh.

```
89
C23H28Br34O4 | the Open Molecules 2025 dataset | wB97M-V/def2-TZVPD
Br -5.8490 5.3021 -3.9089
Br 9.6523 -5.9290 -0.5503
Br 5.3568 1.3245 -1.0231
Br 4.0341 -0.5522 1.2381
Br -9.2077 -2.2351 -1.4852
Br -0.9861 -3.7440 2.9535
Br 9.7397 -2.7372 -0.1157
Br 1.0442 -1.4535 3.9613
Br 5.6970 -7.5495 -1.4936
Br -0.7744 -3.9534 -9.0651
Br -5.2908 -1.1991 -2.3544
Br -2.6309 -0.5212 1.5369
Br -7.6471 3.4313 -1.9979
Br 4.5718 -4.9908 0.1102
Br -4.7462 -4.0485 -0.9512
Br 2.1694 -4.0121 2.3575
Br -2.4555 4.1278 -3.0262
Br -2.4766 -2.7038 -2.8020
Br 1.9674 -0.1977 -5.3029
Br 0.1529 -9.5508 4.3879
Br 2.2319 -4.7829 -8.2535
Br -9.8756 0.8868 -1.0470
Br -3.7783 2.2510 -0.7650
Br 1.9859 -7.2298 5.6675
Br -1.3142 1.1554 -2.5293
Br 9.5723 -4.7059 2.4301
Br 6.4982 -1.6479 -0.5262
Br 0.1036 -2.8129 -5.5703
Br -7.3858 -0.4599 0.4931
Br 2.5415 -7.2814 -0.8976
Br -0.1575 -6.9298 -7.9952
Br -0.7931 -0.0464 -6.9586
Br -5.8141 5.7523 -0.7182
Br 1.9510 -7.6801 2.4768
O -3.4004 6.2320 3.2602
O -2.5303 7.8515 1.4676
O -4.1032 4.0958 4.3892
O 2.8314 2.7718 2.4779
C 9.0874 -4.4387 0.5651
C 0.8116 -3.3472 3.5817
C -0.3528 5.3567 0.8288
C 0.5299 -5.3935 -8.9708
C 4.3392 -6.8846 -0.2694
C -0.8505 1.9890 1.6122
C 3.7625 3.2570 3.5085
C -1.5891 5.3617 1.9062
C -0.8708 0.3463 1.9258
C 1.9997 4.2088 0.4705
C 1.1372 5.1466 1.5060
C -2.0043 4.2229 2.7693
C -1.4101 2.7088 2.9748
C 3.2135 3.3514 1.1687
C -2.5578 6.6914 2.1432
C 0.1499 -0.8707 -5.4701
C -6.8681 5.1952 -2.2553
C 0.9319 -7.7869 4.1304
C -9.1640 -0.7367 -0.2455
C 4.9307 -0.4964 -0.4874
C -3.2924 4.8048 3.5999
C -2.8816 2.3069 -2.4905
C -3.9573 -2.3856 -1.5811
H 4.8661 3.1957 3.1034
H 1.6925 6.2022 1.5508
H 4.2260 -0.8906 -1.2269
H 0.9450 -3.8817 4.5280
H -0.3821 -0.5849 -4.5569
H -7.6996 5.9018 -2.3460
H 1.2714 3.4227 -0.0514
H -0.6463 2.7198 3.8752
H 0.2977 2.2625 1.5190
H -1.4711 2.2033 0.6430
H -0.5583 4.6285 -0.0878
H 1.0995 4.7514 2.6133
H 0.1004 -7.0803 4.0398
H -3.5450 -1.8752 -0.7046
H 2.4595 4.8406 -0.4159
H 0.7159 -5.7242 -9.9979
H 7.9940 -4.4027 0.5210
H -0.3314 6.4485 0.3461
H -2.3237 2.0390 3.3514
H 3.5385 2.4443 0.4807
H 4.1505 4.0733 1.2304
H 0.0226 -0.1630 1.3288
H -9.8212 -0.9947 0.5913
H 4.4726 -7.4191 0.6768
H -3.5863 1.9127 -3.2300
H 3.6562 2.5284 4.4346
H -0.6150 0.2588 3.0885
H 3.4923 4.3485 3.9037
```

List of Löwdin charges in e, atom by atom:
1. Br 0.536
2. Br 0.550
3. Br 0.612
4. Br 0.573
5. Br 0.553
6. Br 0.567
7. Br 0.530
8. Br 0.626
9. Br 0.571
10. Br 0.533
11. Br 0.522
12. Br 0.563
13. Br 0.519
14. Br 0.521
15. Br 0.561
16. Br 0.501
17. Br 0.550
18. Br 0.538
19. Br 0.552
20. Br 0.569
21. Br 0.540
22. Br 0.536
23. Br 0.552
24. Br 0.556
25. Br 0.585
26. Br 0.561
27. Br 0.533
28. Br 0.515
29. Br 0.531
30. Br 0.547
31. Br 0.552
32. Br 0.559
33. Br 0.548
34. Br 0.524
35. O 0.009
36. O 0.019
37. O 0.026
38. O -0.298
39. C -1.601
40. C -1.552
41. C -0.137
42. C -1.598
43. C -1.591
44. C -0.244
45. C -0.129
46. C -0.007
47. C -0.615
48. C -0.180
49. C -0.179
50. C -0.012
51. C -0.131
52. C -0.239
53. C -0.165
54. C -1.600
55. C -1.581
56. C -1.591
57. C -1.579
58. C -1.564
59. C -0.192
60. C -1.540
61. C -1.584
62. H 0.103
63. H 0.126
64. H -0.019
65. H -0.031
66. H -0.111
67. H -0.023
68. H 0.102
69. H 0.140
70. H 0.103
71. H 0.036
72. H 0.110
73. H 0.114
74. H -0.034
75. H -0.107
76. H 0.129
77. H -0.025
78. H -0.059
79. H 0.128
80. H 0.124
81. H 0.025
82. H 0.131
83. H 0.082
84. H -0.023
85. H -0.042
86. H -0.019
87. H 0.104
88. H -0.001
89. H 0.108

=====

[3]
DFT (wB97M-V/def2-TZVPD) results for C3H2BrNOS as an isolated structure at a distorted geometry.

The calculation puts the energy above the lowest of the compared OMol25 structures with the same formula, charge and spin at 345.1 kJ/mol. The calculation puts the LUMO energy (alpha / beta) at -0.0841 / -0.0840 hartree. The frontier orbital gap (alpha / beta) comes out at 0.28413 / 0.28426 Eh.

```
9
C3H2BrNOS | the Open Molecules 2025 dataset | wB97M-V/def2-TZVPD
Br -1.7376 -0.5198 3.2822
S 1.1703 0.2934 0.7800
O 2.0830 -0.8225 0.9434
N -1.3207 -0.0768 -0.0022
C -0.5997 0.1868 -1.1670
C 0.7108 0.3762 -0.9919
C -0.6024 -0.2042 0.9877
H 1.4486 0.5887 -1.7424
H -1.1523 0.1782 -2.0898
```

List of Löwdin charges in e, atom by atom:
1. Br 0.124
2. S 0.941
3. O -0.484
4. N 0.022
5. C -0.176
6. C -0.190
7. C -0.432
8. H 0.082
9. H 0.113

=====

Number 1: E -16000.5917 eV. Number 2: E -2413928.2622 eV. Number 3: E -87554.2560 eV.